Record 1
Density functional theory data (ωB97M-V/def2-TZVPD) for a cluster of 2 separate species, C6H16NO in total.

For the relative energy (zero: lowest compared OMol25 entry of this formula, charge and spin), the calculation gives 1.7973 eV. Its net charge is +2. The spin multiplicity is 2. The calculation puts the largest force on an atom at 7.00 eV/Å.

Structure (XYZ):
```
24
Properties=species:S:1:pos:R:3:forces:R:3:lowdin_spin:R:1
O 0.710223 -2.618114 1.581855 -1.0796 2.0835 1.6622 0.00
N -1.150570 -0.228067 1.509783 -5.3818 4.1175 1.7691 0.00
C 1.330787 1.219806 -1.088777 1.7863 -0.8774 1.1622 0.31
C -0.587988 -0.461190 -1.561192 2.6648 3.1384 0.7866 0.04
C 2.341007 1.783610 -0.253823 2.1872 1.5679 0.0424 0.08
C 0.744948 -0.015543 -0.874696 -2.8460 0.2448 -1.7044 0.41
C -1.495149 0.899509 0.439105 -0.1640 -1.3336 2.0580 0.02
C -1.799398 0.156417 -0.836694 -1.8368 0.7891 -1.2015 0.02
H 1.095675 1.770685 -1.916257 -1.0675 1.3857 -2.2447 0.01
H -2.585151 -0.667425 -0.669857 1.0117 1.3906 -0.1686 0.00
H 0.605080 -3.083781 2.428090 0.2044 -0.0250 -0.4614 0.00
H -0.656056 -0.932837 1.158049 3.3144 -3.9822 -1.5354 0.00
H 1.111957 -0.635500 -0.120827 0.9552 -1.0503 1.1674 0.02
H -0.640874 1.594338 0.500578 -0.6291 -0.1597 -0.4382 0.01
H -0.520836 -0.112560 -2.591052 -0.2328 -0.2944 -0.1179 0.01
H -2.409011 1.340845 0.871525 0.5603 0.2154 -0.4055 0.00
H -0.490871 -1.474272 -1.461910 -0.5912 -2.8137 -0.2325 0.00
H 3.193018 2.390253 -0.791934 -2.0023 -0.7521 0.6829 0.02
H -2.109352 -0.642885 1.719051 1.4470 0.4120 0.0273 0.00
H -2.290071 0.961736 -1.504965 0.6633 -1.4795 0.8115 0.00
H 2.858100 1.145150 0.435106 -0.0217 -0.9213 0.2900 0.00
H 1.820690 2.484404 0.437787 0.1583 0.4204 -0.3482 0.04
H -0.789478 0.134760 2.399044 0.1691 -0.2061 -0.2494 0.00
H 0.974145 -3.227180 0.940714 0.7309 -1.8699 -1.3519 0.00
```
Positions in Å, forces in eV/Å.

Record 2
Density functional theory data (ωB97M-V/def2-TZVPD) for a cluster of 2 separate species, C6H16NS in total.

For the relative energy (zero: lowest compared OMol25 entry of this formula, charge and spin), the calculation gives 2.1011 eV. Its net charge is +1. The calculation puts the largest force on an atom at 3.52 eV/Å.

Structure (XYZ):
```
24
Properties=species:S:1:pos:R:3:forces:R:3:nbo_charge:R:1
S -1.031358 -3.192431 1.776334 -0.3263 -1.2399 -0.1288 -0.35
N 1.111707 0.109679 -0.155881 1.1941 -0.2809 3.1793 -0.24
C 1.655522 -0.630471 -1.294821 1.0083 0.6628 -3.3079 -0.47
C 0.119905 2.224446 -1.026457 -2.8659 -0.8512 0.1991 -0.62
C -0.177605 0.880508 -0.281561 -0.0752 1.4330 -0.3829 0.13
C -0.743251 1.213963 1.081519 -2.2622 -0.9374 -1.0406 -0.62
C -1.164375 0.040877 -1.002196 -2.4778 -2.1308 0.4327 -0.66
C 1.737207 -0.013263 0.993564 -1.3454 -0.0081 -1.2378 0.11
H -1.460898 -0.721293 -0.193104 0.2005 0.4922 -1.5854 0.24
H 2.770903 -0.492603 -1.579555 -1.6562 0.1575 1.3488 0.27
H -1.736646 -3.645325 2.834985 0.1653 0.3319 -0.1001 0.17
H -2.139225 0.557704 -1.246047 1.2829 -0.1477 0.3777 0.26
H 1.152859 -0.202831 -2.216451 0.4988 -0.8131 1.0953 0.24
H 0.644312 2.964943 -0.423630 0.2945 -0.1811 -0.4632 0.24
H 1.326784 0.244800 2.019936 0.5887 0.0728 -1.7663 0.26
H 2.687719 -0.499674 0.866611 0.3126 -0.2331 0.5880 0.22
H -0.874626 -0.488496 -1.925941 0.1117 0.3472 0.5208 0.23
H 1.490275 -1.724261 -1.257123 -0.2964 0.7423 0.3469 0.26
H -1.125832 -4.451768 1.217301 0.2010 0.9809 0.2024 0.18
H -0.919048 2.608358 -1.333604 1.4276 -0.2011 0.8879 0.25
H 0.460959 1.915369 -1.978409 1.3739 0.4075 -1.0320 0.22
H -0.706476 0.358253 1.773496 -0.9908 0.0315 -0.4077 0.22
H -0.061579 1.850631 1.483080 1.4992 2.6033 1.5485 0.21
H -1.786745 1.730024 0.911400 2.1373 -1.2381 0.7254 0.27
```
Positions in Å, forces in eV/Å.

Record 3
Density functional theory data (ωB97M-V/def2-TZVPD) for a cluster of 3 separate species, C6H16O2 in total.

For the relative energy (zero: lowest compared OMol25 entry of this formula, charge and spin), the calculation gives 1.9245 eV. Its net charge is 0. Its SMILES is C=CCCCC.O.O. The calculation puts the largest force on an atom at 3.55 eV/Å.

Structure (XYZ):
```
24
Properties=species:S:1:pos:R:3:forces:R:3:nbo_charge:R:1
O 1.371416 3.010041 1.020936 1.2805 -1.1188 1.9817 -0.98
O 3.766226 -0.644477 3.423907 0.2261 -0.1572 -0.3854 -0.95
C -0.939529 -0.841418 0.017449 -0.9576 0.3822 -1.1798 -0.38
C -1.080842 2.420127 -0.088209 -0.7359 -1.0744 -0.7270 -0.39
C -1.923258 0.169253 -0.723325 -0.6667 -2.2732 2.6455 -0.44
C -1.134801 1.396544 -0.939491 -1.2280 0.9736 -1.0301 -0.21
C 0.098821 -1.424204 -0.944435 1.1958 -0.7263 0.4893 -0.41
C -0.169908 -2.779575 -1.633014 -0.7138 0.5237 1.0506 -0.61
H 0.337019 -0.705312 -1.716235 0.0229 0.3228 -0.2210 0.19
H 4.012105 -0.997748 4.282167 -0.2227 0.1792 0.0973 0.47
H 0.532381 -2.926166 -2.438984 -0.3793 0.2097 -0.8112 0.21
H 1.034557 -1.596854 -0.409333 0.1405 0.3758 0.1602 0.20
H -1.591950 -1.631288 0.386208 0.3196 -0.1660 0.5631 0.20
H 0.037509 -3.647394 -1.011205 -0.1678 0.1205 0.5936 0.20
H -1.242820 -2.793702 -1.844097 0.2274 -0.4093 -0.8597 0.20
H 0.952879 3.857326 1.103573 -0.1329 0.2234 -1.1563 0.49
H -2.839111 0.186716 -0.021415 1.3641 0.8410 -0.9228 0.21
H -2.312515 -0.375048 -1.582060 0.2521 0.5056 -0.5569 0.21
H -0.575394 3.345895 -0.270949 0.0325 0.0949 -0.1390 0.19
H -0.484054 -0.219326 0.799154 -0.0456 -0.7112 0.0915 0.21
H -1.669933 2.282700 0.805334 0.1208 0.3870 0.4018 0.19
H 1.525819 2.550518 0.197397 -0.5809 0.9577 -0.4435 0.50
H 3.038041 -0.029592 3.535851 -0.0096 -0.0097 0.2679 0.48
H -0.742659 1.392983 -1.949223 0.6585 0.5491 0.0900 0.20
```
Positions in Å, forces in eV/Å.

Record 4
Density functional theory data (ωB97M-V/def2-TZVPD) for a cluster of 3 separate species, C6H16O2 in total.

For the relative energy (zero: lowest compared OMol25 entry of this formula, charge and spin), the calculation gives 0.8437 eV. Its net charge is 0. Its SMILES is C=C(CC)CC.O.O. The calculation puts the largest force on an atom at 0.99 eV/Å.

Structure (XYZ):
```
24
Properties=species:S:1:pos:R:3:forces:R:3:nbo_charge:R:1
O 0.534432 -4.515564 -2.046144 -0.3220 0.1777 -0.0936 -0.94
O -5.487767 -0.829636 1.605483 -0.3272 -0.0568 0.6603 -0.95
C -0.091739 0.899153 0.048377 0.5144 0.5785 -0.0002 0.05
C 0.394211 2.295274 -0.335264 -0.4528 -0.5664 0.3697 -0.43
C 1.851822 2.411638 -0.778187 -0.2281 -0.3946 0.3393 -0.60
C 1.647894 -0.577264 1.103057 -0.4021 0.3684 0.1481 -0.59
C 0.385389 0.262873 1.349415 0.0956 0.5201 -0.3437 -0.44
C -0.891538 0.214939 -0.753697 -0.5330 -0.8376 0.0630 -0.42
H -4.653475 -0.381867 1.460097 0.0380 -0.0580 -0.4125 0.47
H -1.186832 -0.798354 -0.487385 0.0004 0.0586 0.1482 0.19
H 2.482539 1.952207 -0.019657 0.2570 0.5718 0.2252 0.20
H 2.415181 0.059233 0.673761 0.1614 0.0140 0.0037 0.20
H 2.043690 -0.991452 2.027393 -0.0325 -0.2546 -0.0143 0.21
H -0.460438 -0.283164 1.755507 0.1185 -0.5656 0.0283 0.21
H 0.589910 1.018848 2.115289 0.1121 0.1655 -0.2389 0.20
H 2.080503 3.460927 -0.955558 0.3216 -0.0630 0.1355 0.21
H 0.924789 -5.076906 -2.722195 0.1574 -0.0083 0.2188 0.47
H 2.093605 1.840510 -1.662168 -0.2924 -0.0954 -0.5384 0.21
H -5.826721 -1.183394 0.782755 0.3037 0.1197 -0.2546 0.47
H 0.259618 2.944414 0.537433 -0.0616 0.0472 -0.1018 0.20
H -0.286319 2.630167 -1.110660 0.0189 0.3285 -0.2060 0.21
H 1.092143 -4.548554 -1.265571 0.1628 -0.1627 -0.1189 0.47
H -1.342827 0.533809 -1.683198 0.3526 0.4606 -0.0928 0.20
H 1.431928 -1.337840 0.361117 0.0374 -0.3475 0.0757 0.21
```
Positions in Å, forces in eV/Å.

Record 5
Density functional theory data (ωB97M-V/def2-TZVPD) for a cluster of 4 separate species, C6H16O2 in total.

For the relative energy (zero: lowest compared OMol25 entry of this formula, charge and spin), the calculation gives 6.7312 eV. Its net charge is 0. The calculation puts the largest force on an atom at 2.60 eV/Å.

Structure (XYZ):
```
24
Properties=species:S:1:pos:R:3:forces:R:3:nbo_charge:R:1
O -0.493969 0.768193 -3.250909 0.3777 -0.0207 0.1115 -0.95
O -1.905341 2.124531 -0.794685 -0.3083 0.2441 -0.0360 -0.97
C 0.970271 -0.239331 -0.139360 -2.2513 -1.0653 -0.7500 -0.46
C -0.309511 0.946703 1.603740 -0.1997 -1.3145 0.4376 -0.46
C 2.268688 -1.331466 1.767707 -0.2586 -0.2793 -0.1915 -0.64
C -0.311248 -0.080583 0.673228 0.7168 1.9947 1.1077 -0.07
C 1.604404 -1.489369 0.404496 2.5202 0.1768 -0.0273 -0.26
C -1.373743 -0.970741 0.550630 -0.5309 -1.4519 -0.8121 -0.42
H -2.305726 -0.907666 1.098965 0.3518 0.1190 0.4662 0.20
H 0.564165 1.567237 1.788234 -0.1912 0.0337 -0.3242 0.20
H 0.286633 -3.103846 0.432697 -1.4261 0.4422 0.4017 0.12
H 2.279248 -1.955954 -0.302732 0.1276 -0.0973 -0.2295 0.20
H -2.786304 2.444554 -0.571386 0.0418 0.0514 -0.2100 0.47
H 0.684914 -2.231751 0.505959 0.7027 -0.0138 -0.0290 0.05
H 0.673154 -0.394029 -1.191867 0.3196 0.0450 0.2720 0.24
H -0.471714 1.424384 -2.544377 -0.2167 -0.0398 0.0888 0.48
H -1.582972 1.759082 0.039188 0.2589 -0.0990 0.0394 0.49
H -1.447700 -1.648503 -0.290842 0.0815 0.3451 -0.2602 0.21
H 2.887412 -2.173260 2.101997 -0.5861 -0.1843 -0.1579 0.22
H -1.223662 1.049712 -3.801269 -0.2292 0.0319 -0.1338 0.47
H 2.999431 -0.527082 1.718653 -0.1452 0.5179 -0.0160 0.22
H 1.562870 0.658042 -0.082376 0.5409 0.1663 0.2925 0.23
H -1.053886 0.907295 2.401999 -0.0837 0.3943 -0.3516 0.20
H 1.480890 -1.102647 2.485421 0.3874 0.0035 0.3117 0.22
```
Positions in Å, forces in eV/Å.